The following is a DFT calculation (wB97M-V/def2-TZVPD) of a 7-piece molecular cluster, C36H75N7 overall.

Bonds (Å) are listed after each position.
Atoms and positions in Å:
1 N 1.66690 -1.84647 1.33471  C2 1.417, C5 1.320, H6 1.010
2 C 2.31405 -3.10616 1.27709  N1 1.417, C3 1.381, H7 1.080
3 C 3.49421 -2.97395 1.98293  C2 1.381, C4 1.346, H8 1.080
4 C 3.58285 -1.69012 2.37775  C3 1.346, C5 1.380, H9 1.080
5 C 2.47015 -0.99634 1.94767  N1 1.320, C4 1.380, H10 1.080
6 H 0.77172 -1.55408 0.96967  N1 1.010
7 H 1.95575 -4.01700 0.82058  C2 1.080
8 H 4.14765 -3.82384 2.11370  C3 1.080
9 H 4.37012 -1.26522 2.98279  C4 1.080
10 H 2.09453 0.00891 2.06927  C5 1.080
11 N 1.47330 3.02693 1.83503  C12 1.349, C15 1.346, H16 1.010
12 C 0.76919 3.92623 1.11659  N11 1.349, C13 1.402, H17 1.080
13 C 1.22209 3.82963 -0.20709  C12 1.402, C14 1.398, H18 1.080
14 C 2.25395 2.89432 -0.32586  C13 1.398, C15 1.407, H19 1.080
15 C 2.32112 2.40753 0.99253  N11 1.346, C14 1.407, H20 1.080
16 H 1.33808 2.91235 2.82936  N11 1.010
17 H -0.07493 4.45310 1.53642  C12 1.080
18 H 1.02660 4.48572 -1.04239  C13 1.080
19 H 2.80395 2.62280 -1.21477  C14 1.080
20 H 3.06044 1.72552 1.38580  C15 1.080
21 N -0.03537 0.79871 -0.42149  C22 1.356, C25 1.379, H26 1.010
22 C -0.75561 0.57221 0.70505  N21 1.356, C23 1.380, H27 1.080
23 C -1.67608 -0.41864 0.43283  C22 1.380, C24 1.393, H28 1.080
24 C -1.42028 -0.90739 -0.84650  C23 1.393, C25 1.380, H29 1.080
25 C -0.32346 -0.21238 -1.31401  N21 1.379, C24 1.380, H30 1.080
26 H 0.69533 1.49445 -0.46772  N21 1.010
27 H -0.75968 1.28811 1.51368  C22 1.080
28 H -2.45310 -0.67182 1.13891  C23 1.080
29 H -1.91105 -1.67473 -1.42678  C24 1.080
30 H 0.10202 -0.42420 -2.28381  C25 1.080
31 C -3.45853 3.23848 7.86259  C32 1.527, H38 1.090, H39 1.090, H40 1.090
32 C -4.46110 2.49369 6.98469  C31 1.527, N33 1.473, H41 1.090, H42 1.090
33 N -4.24416 2.68450 5.53997  C32 1.473, C34 1.496, C36 1.478
34 C -2.91488 2.11141 5.16378  N33 1.496, C35 1.599, H43 1.090, H44 1.090
35 C -2.70887 1.98699 3.58276  C34 1.599, H45 1.090, H46 1.090, H47 1.090
36 C -4.23404 4.11999 5.18833  N33 1.478, C37 1.546, H48 1.090, H49 1.090
37 C -5.46281 4.96009 5.60647  C36 1.546, H50 1.090, H51 1.090, H52 1.090
38 H -2.43644 3.28838 7.48716  C31 1.090
39 H -3.44269 2.92862 8.90750  C31 1.090
40 H -3.71376 4.28253 8.04400  C31 1.090
41 H -4.29704 1.45662 7.27739  C32 1.090
42 H -5.50154 2.61133 7.28761  C32 1.090
43 H -2.06335 2.60005 5.63731  C34 1.090
44 H -2.67190 1.08420 5.43563  C34 1.090
45 H -2.48498 2.86308 2.97413  C35 1.090
46 H -2.06170 1.12111 3.44299  C35 1.090
47 H -3.68931 1.69119 3.20948  C35 1.090
48 H -4.23689 4.22709 4.10361  C36 1.090
49 H -3.35177 4.63805 5.56426  C36 1.090
50 H -5.39438 5.82657 4.94872  C37 1.090
51 H -5.35330 5.18435 6.66751  C37 1.090
52 H -6.22358 4.22083 5.35583  C37 1.090
53 C -0.13121 -4.49980 -1.64047  C54 1.602, H60 1.090, H61 1.090, H62 1.090
54 C -0.53897 -5.27427 -2.98245  C53 1.602, N55 1.471, H63 1.090, H64 1.090
55 N 0.62652 -6.03170 -3.46268  C54 1.471, C56 1.515, C58 1.547
56 C 0.86285 -7.16579 -2.48590  N55 1.515, C57 1.494, H65 1.090, H66 1.090
57 C 1.95365 -8.11520 -2.85975  C56 1.494, H67 1.090, H68 1.090, H69 1.090
58 C 0.19548 -6.61330 -4.82943  N55 1.547, C59 1.494, H70 1.090, H71 1.090
59 C -0.06359 -5.60069 -5.89756  C58 1.494, H72 1.090, H73 1.090, H74 1.090
60 H 0.74081 -3.87385 -1.82982  C53 1.090
61 H 0.05287 -5.10556 -0.75318  C53 1.090
62 H -0.86240 -3.73769 -1.37094  C53 1.090
63 H -1.42925 -5.84023 -2.70826  C54 1.090
64 H -0.89358 -4.51471 -3.67917  C54 1.090
65 H 1.18540 -6.79587 -1.51264  C56 1.090
66 H -0.07322 -7.68894 -2.29050  C56 1.090
67 H 1.54814 -8.89853 -3.50011  C57 1.090
68 H 2.76761 -7.78829 -3.50682  C57 1.090
69 H 2.35701 -8.66446 -2.00904  C57 1.090
70 H -0.61150 -7.34145 -4.74763  C58 1.090
71 H 1.02216 -7.19032 -5.24385  C58 1.090
72 H -1.04632 -5.19797 -5.65231  C59 1.090
73 H -0.13774 -5.90477 -6.94165  C59 1.090
74 H 0.74303 -4.87759 -5.77672  C59 1.090
75 C 5.59233 -0.61976 -4.80761  C76 1.545, H82 1.090, H83 1.090, H84 1.090
76 C 4.55684 -1.25659 -3.85388  C75 1.545, N77 1.460, H85 1.090, H86 1.090
77 N 5.24661 -1.60699 -2.61629  C76 1.460, C78 1.415, C80 1.514
78 C 5.78787 -2.88974 -2.87140  N77 1.415, C79 1.545, H87 1.090, H88 1.090
79 C 7.16919 -3.03590 -2.19550  C78 1.545, H89 1.090, H90 1.090, H91 1.090
80 C 4.30952 -1.50539 -1.43212  N77 1.514, C81 1.538, H92 1.090, H93 1.090
81 C 3.84110 -0.11609 -0.96603  C80 1.538, H94 1.090, H95 1.090, H96 1.090
82 H 6.10701 -1.15009 -5.60883  C75 1.090
83 H 6.34746 -0.04827 -4.26790  C75 1.090
84 H 5.21849 0.23076 -5.37766  C75 1.090
85 H 3.70385 -0.63988 -3.57073  C76 1.090
86 H 4.07789 -2.11296 -4.32858  C76 1.090
87 H 5.77493 -3.24574 -3.90154  C78 1.090
88 H 5.12309 -3.56149 -2.32832  C78 1.090
89 H 7.16625 -2.86614 -1.11880  C79 1.090
90 H 7.87469 -2.37256 -2.69586  C79 1.090
91 H 7.75343 -3.95270 -2.27443  C79 1.090
92 H 3.43134 -2.14516 -1.51920  C80 1.090
93 H 4.96657 -1.87937 -0.64692  C80 1.090
94 H 2.76406 0.03605 -1.03621  C81 1.090
95 H 4.14314 -0.00684 0.07558  C81 1.090
96 H 4.33172 0.68046 -1.52541  C81 1.090
97 C -3.20161 5.42556 1.62275  C98 1.555, H104 1.090, H105 1.090, H106 1.090
98 C -3.23910 4.12215 0.77489  C97 1.555, N99 1.466, H107 1.090, H108 1.090
99 N -3.51894 4.14858 -0.66402  C98 1.466, C100 1.471, C102 1.463
100 C -2.61669 5.09821 -1.33234  N99 1.471, C101 1.539, H109 1.090, H110 1.090
101 C -2.88984 5.21676 -2.84195  C100 1.539, H111 1.090, H112 1.090, H113 1.090
102 C -3.47686 2.81538 -1.26535  N99 1.463, C103 1.551, H114 1.090, H115 1.090
103 C -4.51270 1.86029 -0.61650  C102 1.551, H116 1.090, H117 1.090, H118 1.090
104 H -2.82957 5.17420 2.61598  C97 1.090
105 H -4.17122 5.91877 1.69130  C97 1.090
106 H -2.54005 6.17256 1.18408  C97 1.090
107 H -2.28162 3.63187 0.95085  C98 1.090
108 H -4.13991 3.67322 1.19333  C98 1.090
109 H -2.96683 6.04489 -0.92089  C100 1.090
110 H -1.55405 4.91792 -1.16987  C100 1.090
111 H -2.29123 6.03486 -3.24253  C101 1.090
112 H -2.76249 4.36804 -3.51394  C101 1.090
113 H -3.90129 5.56950 -3.04359  C101 1.090
114 H -2.47471 2.39280 -1.19311  C102 1.090
115 H -3.71158 2.75392 -2.32800  C102 1.090
116 H -4.31934 1.56832 0.41571  C103 1.090
117 H -4.78189 1.05846 -1.30404  C103 1.090
118 H -5.49116 2.33575 -0.54826  C103 1.090

Output
- energy (eV) = -48973.3306
- HOMO (hartree) = -0.2905
- HOMO-LUMO gap (hartree) = 0.3050

Atom charges from the Mulliken analysis, given in e for atoms 1 to 99: number 1, N, carries 0.257; number 2, C, carries -0.702; number 3, C, carries -0.377; number 4, C, carries -1.006; number 5, C, carries -0.210; number 6, H, carries 0.316; number 7, H, carries 0.362; number 8, H, carries 0.456; number 9, H, carries 0.404; number 10, H, carries 0.515; number 11, N, carries 0.119; number 12, C, carries -0.999; number 13, C, carries -0.135; number 14, C, carries -0.780; number 15, C, carries -0.834; number 16, H, carries 0.297; number 17, H, carries 0.555; number 18, H, carries 0.509; number 19, H, carries 0.489; number 20, H, carries 0.789; number 21, N, carries 0.771; number 22, C, carries -0.359; number 23, C, carries -0.453; number 24, C, carries -0.858; number 25, C, carries -0.839; number 26, H, carries 0.048; number 27, H, carries -0.047; number 28, H, carries 0.485; number 29, H, carries 0.763; number 30, H, carries 0.438; number 31, C, carries -0.967; number 32, C, carries -0.681; number 33, N, carries -0.029; number 34, C, carries -0.678; number 35, C, carries -0.770; number 36, C, carries -0.086; number 37, C, carries -1.476; number 38, H, carries 0.239; number 39, H, carries 0.425; number 40, H, carries 0.233; number 41, H, carries 0.397; number 42, H, carries 0.392; number 43, H, carries 0.269; number 44, H, carries 0.445; number 45, H, carries 0.008; number 46, H, carries 0.426; number 47, H, carries 0.238; number 48, H, carries 0.112; number 49, H, carries 0.427; number 50, H, carries 0.440; number 51, H, carries 0.258; number 52, H, carries 0.364; number 53, C, carries -1.193; number 54, C, carries -0.592; number 55, N, carries -0.008; number 56, C, carries -0.193; number 57, C, carries -1.508; number 58, C, carries -0.467; number 59, C, carries -1.261; number 60, H, carries 0.292; number 61, H, carries 0.393; number 62, H, carries 0.324; number 63, H, carries 0.282; number 64, H, carries 0.445; number 65, H, carries 0.211; number 66, H, carries 0.400; number 67, H, carries 0.347; number 68, H, carries 0.364; number 69, H, carries 0.378; number 70, H, carries 0.396; number 71, H, carries 0.423; number 72, H, carries 0.267; number 73, H, carries 0.398; number 74, H, carries 0.298; number 75, C, carries -1.447; number 76, C, carries -0.527; number 77, N, carries 0.238; number 78, C, carries -0.580; number 79, C, carries -1.278; number 80, C, carries -0.521; number 81, C, carries -0.718; number 82, H, carries 0.347; number 83, H, carries 0.355; number 84, H, carries 0.404; number 85, H, carries 0.385; number 86, H, carries 0.429; number 87, H, carries 0.541; number 88, H, carries 0.288; number 89, H, carries 0.253; number 90, H, carries 0.295; number 91, H, carries 0.425; number 92, H, carries 0.244; number 93, H, carries 0.084; number 94, H, carries 0.112; number 95, H, carries 0.282; number 96, H, carries 0.386; number 97, C, carries -1.712; number 98, C, carries 0.367; number 99, N, carries -0.018